[1]
Below is a 4-piece molecular cluster, CH10NO4 overall, with properties calculated with ωB97M-V/def2-TZVPD.

The geometry in XYZ format:
```
16
Properties=species:S:1:pos:R:3:forces:R:3
N -2.214702 0.746086 1.808586 0.6 -4.1 -1.0
C -1.007690 -0.283205 1.787968 1.1 -1.5 1.2
O -0.392487 -0.708429 0.592709 -1.7 1.8 1.6
H -2.496964 0.725191 0.835720 -0.2 0.4 -0.1
H -1.785203 1.586192 2.019333 0.8 2.2 0.0
H -1.242880 -1.230022 2.476593 -0.4 1.6 -1.5
H -0.290748 0.240786 2.488952 -0.1 -0.1 -0.5
H 1.540700 1.628094 0.733029 0.1 0.0 0.1
H 0.507700 0.762988 0.017160 -0.1 -0.8 0.2
O 1.257022 1.386723 -0.148445 -0.1 0.3 -0.4
H 0.949679 1.243079 -2.248887 -0.5 0.3 -1.2
H 1.532543 1.540561 -3.658107 -1.0 -0.2 0.6
O 0.671496 1.410722 -3.196011 1.5 -0.1 0.7
H 0.703053 -1.952670 0.060931 0.0 -0.2 -0.2
H 0.415450 -3.275776 -0.704400 1.4 1.2 0.5
O 1.178435 -2.687992 -0.424283 -1.5 -0.9 -0.3
```
Forces are in eV/Å.

Summary:
Relative energy (zero: lowest compared OMol25 entry of this formula, charge and spin) (kcal/mol): 26.15
Total charge: -1
Highest occupied orbital energy (eV): -3.94
Orbital gap (eV): 7.85

---

[2]
Below is C54H42BeN6O4S as an isolated structure, with properties calculated with ωB97M-V/def2-TZVPD.

The geometry in XYZ format:
```
108
Properties=species:S:1:pos:R:3:forces:R:3
Be 0.463210 -0.910335 0.017512 0.0 -0.1 0.0
C -7.257119 -5.935113 -3.064992 0.0 -0.1 0.0
O -7.017995 -4.560253 -3.282204 0.0 0.0 0.0
C -5.889189 -4.028088 -2.743960 0.1 0.0 0.1
C -4.980337 -4.740516 -1.970129 0.0 -0.1 0.0
C -3.853048 -4.100470 -1.473076 0.0 0.2 0.0
C -3.606184 -2.758114 -1.734548 0.0 -0.2 0.1
C -4.529640 -2.055447 -2.504477 0.0 0.0 0.0
C -5.658721 -2.679153 -3.000458 -0.1 0.1 -0.1
C -2.359084 -2.142771 -1.204394 0.1 0.1 -0.1
C -2.324017 -1.627378 0.084046 0.0 -0.2 0.0
C -3.434609 -1.606337 0.998302 0.0 0.0 0.0
C -2.910746 -1.423268 2.232905 0.0 0.0 0.0
C -1.483894 -1.348487 2.059682 0.0 -0.1 0.1
N -1.152514 -1.356968 0.734076 0.0 0.2 0.0
C -0.555583 -1.575241 3.064601 -0.1 0.1 -0.1
C 0.803643 -1.600664 2.782034 0.1 0.1 0.1
C 1.834602 -1.755793 3.773063 0.0 0.0 0.0
C 2.972992 -1.271612 3.222766 0.0 0.0 0.0
C 2.626131 -0.817519 1.902066 0.0 0.1 0.1
C 3.340279 0.145421 1.198643 -0.1 0.1 0.0
C 4.605819 0.680430 1.768033 0.1 -0.1 0.0
C 5.803814 0.002776 1.597529 -0.1 0.0 0.0
C 6.990728 0.487558 2.134036 0.1 0.0 0.0
C 6.984493 1.675393 2.855153 -0.1 -0.1 -0.1
O 8.086234 2.233137 3.422653 0.0 0.0 0.0
C 9.306211 1.531784 3.302622 0.1 0.0 0.0
C 5.788295 2.369628 3.024877 0.0 0.1 0.0
C 4.616195 1.875399 2.487733 0.0 0.0 0.0
C 2.859609 0.648032 -0.001045 0.2 -0.1 0.0
N 1.839278 0.054802 -0.689362 -0.2 0.2 0.0
C 1.999920 0.475927 -1.980230 0.1 -0.1 0.0
C 1.490495 -0.234526 -3.058766 -0.1 0.0 0.0
C 1.987516 0.028115 -4.436760 0.2 -0.1 0.0
C 1.348511 0.895973 -5.318688 0.0 0.0 0.0
C 1.828009 1.081758 -6.601400 -0.1 0.1 -0.1
C 2.958471 0.396117 -7.037589 0.0 0.0 0.1
O 3.349563 0.630196 -8.317868 0.0 0.0 0.0
C 4.469986 -0.083354 -8.797244 0.1 0.0 -0.1
C 3.612744 -0.465827 -6.165079 0.1 -0.1 -0.1
C 3.124012 -0.639424 -4.877252 -0.1 0.1 0.0
C 0.565452 -1.247033 -2.850040 -0.1 0.2 -0.1
C -0.048484 -2.024804 -3.894204 0.0 0.0 0.0
C -1.157766 -2.581329 -3.356097 0.0 0.0 0.0
C -1.215296 -2.135459 -1.988709 -0.1 0.2 -0.1
N -0.095609 -1.416544 -1.662537 0.1 -0.1 0.1
C 3.013677 1.493155 -2.065460 0.0 0.0 0.0
C 3.551834 1.600817 -0.828322 0.0 0.0 0.0
N 1.327567 -1.140521 1.603064 0.0 -0.1 -0.1
C -1.026739 -1.802235 4.457665 0.0 -0.2 0.0
C -1.375224 -3.079470 4.874651 0.0 0.1 0.0
C -1.828492 -3.320103 6.165630 0.0 -0.1 0.1
C -1.942760 -2.263959 7.061916 0.0 0.0 -0.1
O -2.379412 -2.390612 8.342765 0.0 0.0 0.0
C -2.729699 -3.685041 8.785438 0.0 -0.1 0.0
C -1.597377 -0.977538 6.653561 0.0 0.1 0.1
C -1.143893 -0.753279 5.367993 0.0 0.0 0.0
H -8.176426 -6.167401 -3.595344 0.0 0.0 0.0
H -7.386980 -6.157661 -2.002332 0.0 0.0 0.0
H -6.446646 -6.551343 -3.463990 0.0 0.0 0.0
H -5.133729 -5.786582 -1.743662 0.0 0.0 0.0
H -3.143611 -4.652877 -0.868706 0.0 0.0 0.0
H -4.357856 -1.007337 -2.718044 0.0 0.0 0.0
H -6.378575 -2.135371 -3.598969 0.0 0.0 0.0
H -4.464257 -1.750698 0.711293 0.0 0.0 0.0
H -3.416372 -1.390640 3.184965 0.0 0.0 0.0
H 1.680192 -2.135906 4.770366 0.0 0.0 0.0
H 3.946355 -1.168934 3.675218 0.0 0.0 0.0
H 5.813115 -0.921401 1.032192 0.0 0.0 0.0
H 7.906210 -0.064497 1.973239 0.0 0.0 0.0
H 10.042698 2.108240 3.855614 0.0 0.0 0.0
H 9.622944 1.452791 2.258800 0.0 0.0 0.0
H 9.235037 0.530084 3.735300 0.0 0.0 0.0
H 5.802050 3.295390 3.585572 0.0 0.0 0.0
H 3.689856 2.421655 2.624804 0.0 0.0 0.0
H 0.462929 1.428986 -4.994279 0.0 0.0 0.0
H 1.333477 1.755867 -7.289261 0.0 0.0 0.0
H 4.592769 0.212512 -9.835359 0.0 0.0 0.0
H 4.308395 -1.163770 -8.748344 0.0 0.0 0.0
H 5.376224 0.169316 -8.240034 0.0 0.0 0.0
H 4.500123 -1.004459 -6.467703 0.0 0.0 0.0
H 3.632446 -1.309874 -4.194828 0.0 0.0 0.0
H 0.317113 -2.088673 -4.906709 0.0 0.0 0.0
H -1.901714 -3.200437 -3.831784 0.0 0.0 0.0
H 3.285924 2.009799 -2.972229 0.1 0.0 0.0
H 4.367987 2.224029 -0.498655 0.0 0.0 0.0
H -1.293360 -3.903272 4.175817 0.0 0.0 0.0
H -2.092391 -4.328697 6.451641 0.0 0.0 0.0
H -3.036590 -3.577876 9.822137 0.0 0.0 0.0
H -1.879235 -4.370167 8.730993 0.0 0.0 0.0
H -3.561505 -4.096085 8.206543 0.0 0.0 0.0
H -1.693333 -0.166203 7.363622 0.0 0.0 0.0
H -0.878069 0.251953 5.061362 0.0 0.0 0.0
N -1.823246 5.998576 3.431151 0.0 -0.2 -0.2
C -0.927239 5.103339 3.873452 0.0 0.4 0.4
S -0.162901 5.351656 5.317204 0.0 -0.1 -0.1
C -0.681924 3.917918 3.007229 0.0 -0.3 -0.2
C -1.326046 3.729093 1.785095 0.1 0.0 0.2
C -1.037792 2.596804 1.037368 -0.1 0.0 -0.1
N -0.171415 1.666665 1.413534 0.1 -0.1 0.0
C 0.442845 1.841926 2.582187 0.0 0.1 0.0
C 0.222595 2.934668 3.402262 -0.1 0.1 0.0
H -2.003032 6.807527 3.998598 0.0 0.0 0.0
H -2.316710 5.888021 2.563619 0.0 0.0 0.1
H -2.047054 4.434635 1.393939 0.0 -0.1 -0.1
H -1.532322 2.428278 0.086066 0.0 0.0 0.0
H 1.142782 1.070898 2.881329 0.0 0.0 0.0
H 0.740245 3.036774 4.344683 0.0 0.0 0.0
```
Forces are in eV/Å.

Summary:
Total charge: 0
Highest occupied orbital energy (eV): -6.61
Orbital gap (eV): 5.94

---

[3]
Below is a 2-piece molecular cluster, C9H14 overall, with properties calculated with ωB97M-V/def2-TZVPD.

The geometry in XYZ format:
```
23
Properties=species:S:1:pos:R:3:forces:R:3
C -2.123412 -1.148643 -1.069969 -0.4 -0.6 -0.5
C -1.577138 -0.530992 0.175346 0.5 0.0 0.3
C -0.471449 -1.116983 0.807958 -0.2 0.2 -0.6
C 0.038476 -0.613519 1.987453 -0.2 0.1 -0.3
C -0.549663 0.524465 2.530631 0.5 0.1 0.4
C -1.630084 1.134516 1.924970 -0.5 -0.9 0.3
C -2.175016 0.566814 0.775249 0.4 0.5 -0.6
H -3.095237 -0.748998 -1.354607 0.0 0.1 0.1
H -2.253861 -2.213287 -0.896422 -0.3 -0.2 0.1
H -1.522335 -1.149170 -1.983694 0.4 0.5 0.3
H 0.030714 -1.906767 0.261557 0.0 -0.3 0.3
H 0.880182 -1.109079 2.449140 0.1 0.2 0.1
H -0.127887 0.965521 3.426437 -0.1 -0.1 0.1
H -2.155852 1.902573 2.470147 0.1 0.5 -0.3
H -2.962668 1.067378 0.222030 -0.3 -0.1 0.3
C 2.054694 0.764490 -0.894704 -0.3 1.2 1.2
C 2.919150 0.259443 -2.020336 -1.0 -0.6 -0.8
H 1.149363 1.282123 -1.228583 0.2 0.0 -0.4
H 1.656076 0.108080 -0.124702 0.4 -0.7 -0.3
H 2.581676 1.529654 -0.310512 0.1 -0.1 -0.1
H 3.688379 -0.470247 -1.794896 0.1 0.0 0.4
H 3.354701 1.080641 -2.550573 0.6 0.6 -0.1
H 2.291189 -0.178015 -2.801920 0.0 -0.4 0.1
```
Forces are in eV/Å.

Summary:
Structure (SMILES): Cc1ccccc1.CC
Relative energy (zero: lowest compared OMol25 entry of this formula, charge and spin) (kcal/mol): 10.24
Total charge: 0
Highest occupied orbital energy (eV): -9.04
Orbital gap (eV): 10.04

---

[4]
Below is a 3-piece molecular cluster, C24H44NO7 overall, with properties calculated with ωB97M-V/def2-TZVPD.

The geometry in XYZ format:
```
76
Properties=species:S:1:pos:R:3:forces:R:3
O 1.954457 -0.469900 7.897547 -0.4 0.3 -0.5
C 1.683188 0.138308 6.913094 0.1 -0.1 0.6
O 2.492128 0.074461 5.783385 -0.4 0.4 0.4
C 0.391007 1.009876 6.754895 1.1 0.3 -1.2
C 0.001499 0.949632 5.269858 -0.5 -0.7 2.2
N 0.250169 1.999713 4.477827 -0.2 -0.6 0.1
C -0.048462 1.974075 3.167804 0.1 0.5 -0.7
C -0.630593 0.865801 2.608744 -0.2 -0.7 0.0
C -0.911727 -0.252973 3.419282 0.5 0.0 1.1
C -1.538751 -1.526467 2.834446 -0.1 0.0 -0.8
O -2.663006 -1.536849 2.432467 0.5 0.0 0.4
O -0.721463 -2.615385 2.780065 -0.2 1.2 -0.1
C -0.603248 -0.216975 4.813158 -0.4 -0.1 -2.0
C -0.931817 -1.405046 5.729810 0.3 0.0 0.7
O -2.099556 -1.205027 6.510500 0.1 0.7 0.0
C -3.194047 -0.801669 5.721684 -0.9 -0.3 -0.2
O -4.391828 -0.945531 6.442567 0.5 -0.3 -0.1
C -5.458258 -0.577082 5.576417 -0.8 0.6 -0.6
C -5.742750 0.959719 5.569419 -0.8 -0.6 0.0
O -5.721396 1.525203 4.262151 0.7 0.1 0.1
H 2.936004 0.923558 5.641499 0.1 -0.1 -0.1
H 0.689259 2.039771 7.023349 -0.2 -0.3 0.0
H -0.416805 0.673015 7.414911 0.3 0.0 -0.2
H 0.676618 2.809243 4.919776 -0.1 0.0 -0.3
H 0.203243 2.851582 2.572011 -0.1 -0.2 0.3
H -0.848566 0.827370 1.540205 0.0 0.2 0.3
H 0.189392 -2.275300 2.791218 0.0 -0.5 0.1
H -0.992035 -2.359965 5.180799 -0.1 0.5 -0.1
H -0.119153 -1.523812 6.466534 -0.3 -0.1 -0.3
H -3.252708 -1.476113 4.843434 0.1 0.4 0.1
H -3.141859 0.270684 5.421947 0.4 -0.4 -0.1
H -6.393067 -1.085141 5.860745 0.7 -0.1 0.3
H -5.246366 -0.874997 4.530831 0.0 0.0 0.4
H -5.000256 1.441967 6.223606 -0.3 0.1 -0.4
H -6.759768 1.130373 5.966421 0.6 0.0 0.3
H -6.574938 1.411567 3.833982 0.0 0.0 0.2
C -0.616072 -1.420887 -0.856223 0.0 -0.1 -0.2
C 0.531942 -2.414979 -0.982416 0.0 0.1 0.2
C 1.865784 -1.859465 -0.482507 0.1 -0.1 -0.1
C 2.390721 -0.642383 -1.247159 -0.1 0.1 0.0
C 2.581909 -0.856763 -2.748146 0.1 0.0 0.0
C 3.616948 -1.928265 -3.073307 -0.1 0.0 -0.1
H -0.445646 -0.525525 -1.456859 0.0 0.0 0.0
H -1.547796 -1.872889 -1.198129 0.0 0.1 0.1
H -0.750420 -1.117838 0.187178 0.0 0.0 0.0
H 0.619451 -2.743418 -2.020318 0.0 0.0 0.0
H 0.287117 -3.306731 -0.398688 0.0 0.0 -0.1
H 2.611428 -2.658366 -0.511759 0.0 0.0 0.0
H 1.762651 -1.585044 0.577006 0.0 0.0 0.0
H 3.346018 -0.340320 -0.805624 0.0 0.0 0.0
H 1.710252 0.203086 -1.097834 0.0 0.0 0.0
H 2.904320 0.087807 -3.194257 -0.1 0.0 0.0
H 1.629620 -1.110271 -3.222533 0.0 0.0 0.0
H 4.589680 -1.669469 -2.649590 0.0 0.0 0.0
H 3.734131 -2.022679 -4.153838 0.1 0.0 0.0
H 3.322874 -2.905660 -2.687186 0.0 0.0 0.0
C 0.945881 3.629165 -8.258067 -0.1 -0.1 -0.1
C 0.327637 2.589204 -7.329201 0.1 0.1 0.0
C 1.330154 1.989647 -6.343272 -0.1 -0.1 0.1
C 2.490052 1.219472 -6.980178 0.0 0.1 -0.1
C 2.079553 0.058129 -7.885594 0.0 0.0 0.2
C 1.319211 -1.037434 -7.147404 0.0 0.0 -0.2
H 1.727516 3.197620 -8.885140 0.0 0.0 0.0
H 0.185583 4.044274 -8.921754 0.1 0.0 0.0
H 1.379162 4.452590 -7.686221 0.0 0.0 0.0
H -0.142147 1.800297 -7.922835 0.0 0.0 0.0
H -0.476290 3.064560 -6.760031 0.0 -0.1 0.0
H 0.791923 1.333298 -5.651466 0.0 0.0 0.0
H 1.746840 2.794653 -5.728195 0.0 0.0 0.0
H 3.132507 0.836887 -6.179555 0.0 0.0 0.0
H 3.110341 1.910238 -7.558225 0.0 0.0 0.0
H 2.982966 -0.375675 -8.322203 0.0 0.0 0.0
H 1.478722 0.421713 -8.723418 0.0 0.0 0.0
H 1.924145 -1.447965 -6.334652 0.0 0.0 0.0
H 1.073636 -1.852258 -7.830464 0.0 0.0 0.1
H 0.383157 -0.666042 -6.726324 0.0 0.0 0.0
```
Forces are in eV/Å.

Summary:
Relative energy (zero: lowest compared OMol25 entry of this formula, charge and spin) (kcal/mol): 15.67
Total charge: +1
Highest occupied orbital energy (eV): -12.24
Orbital gap (eV): 7.25